Below is a cluster of 4 separate species, C4H10O2 in total in a non-equilibrium geometry, with properties calculated with ωB97M-V with the def2-TZVPD basis set.

The geometry in XYZ format:
```
16
Properties=species:S:1:pos:R:3:forces:R:3
C -1.2891 -0.8130 -1.7611 1.3164 -2.4780 -2.4607
C -0.3009 -0.0557 -1.2809 1.5133 -1.1920 -2.4619
C -0.6651 0.8412 -0.2057 1.7156 5.1224 0.5122
C 0.0097 1.8861 0.4594 -0.0260 -2.9496 -3.4658
H -2.3162 -0.5953 -1.6615 -1.0886 0.1890 1.1876
H -1.1711 -1.7401 -2.4549 0.2717 2.0955 0.9442
H 1.0476 -0.1883 -2.4602 -2.7999 0.4018 3.5199
H -1.7286 1.0815 -0.1768 -0.2047 -1.0719 0.2406
H -0.6341 2.6167 0.8817 -0.0465 0.5096 0.7749
H 1.0774 2.0846 0.2122 -0.8563 -0.1801 0.7296
H 0.8259 -1.4586 -0.0190 1.1523 0.4520 0.2146
H 2.1363 -1.7834 0.9582 2.6311 1.7346 0.4805
O 1.3318 -2.0025 0.5974 -3.6708 -2.3094 -0.7071
H 0.3441 0.8344 2.0054 1.2061 -3.4356 2.6241
H 0.6738 -0.7599 2.2014 -0.1317 -0.3078 -0.5400
O 0.6584 0.0523 2.7045 -0.9819 3.4194 -1.5928
```
Positions in Å, forces in eV/Å.

Multiplicity: 1
Energy in a.u.: -308.65436
Largest force on an atom in eV Å⁻¹: 5.4
Energy above the lowest of the compared OMol25 structures with the same formula, charge and spin in kcal per mole: 153.0

=====

Below is a cluster of 2 separate species, C4H10O2 in total in a non-equilibrium geometry, with properties calculated with ωB97M-V with the def2-TZVPD basis set.

The geometry in XYZ format:
```
16
Properties=species:S:1:pos:R:3:forces:R:3
C 2.2160 -1.4476 1.4857 -3.8892 -0.9036 0.5940
C 0.7294 -0.9465 2.0034 0.2738 0.1659 -1.5633
C 0.2401 0.5853 1.5776 2.5327 -1.9639 0.7289
H 3.0195 -1.2489 2.0905 1.6970 1.0175 1.9171
H 2.2183 -2.5619 1.4279 -0.2837 0.8014 -0.3177
H 2.4221 -1.0062 0.5585 0.1901 0.3772 -1.5996
H 0.0498 -1.6989 1.5780 -0.0519 0.5235 -0.5243
H 0.5800 -1.2066 3.0308 0.3706 0.5697 1.0071
H -0.6962 0.9931 1.9913 0.1829 -0.7718 -0.5061
H 0.3802 0.6099 0.4950 -0.7490 0.1794 0.2437
H 1.0349 1.2499 1.9256 -0.0235 0.0700 0.2778
O -1.1374 1.3004 -2.7450 -0.4452 1.0277 -0.3169
C -0.7777 0.5138 -1.9225 -0.4070 -0.4496 -1.2641
O -1.5084 0.2056 -0.8446 -1.0214 0.3119 -0.5653
H 0.0951 -0.0767 -2.2171 0.2633 -0.3773 1.3482
H -2.3838 0.6688 -1.0296 1.3605 -0.5781 0.5406
```
Positions in Å, forces in eV/Å.

Multiplicity: 1
Structure (SMILES): O=CO.CCC
Energy in a.u.: -308.83986
Largest force on an atom in eV Å⁻¹: 4.0
Energy above the lowest of the compared OMol25 structures with the same formula, charge and spin in kcal per mole: 36.6

=====

Below is a cluster of 2 separate species, C4H10O2 in total, with properties calculated with ωB97M-V with the def2-TZVPD basis set.

The geometry in XYZ format:
```
16
Properties=species:S:1:pos:R:3:forces:R:3
C -2.1654 -0.7542 -0.3346 -0.1369 -0.1300 -0.0503
C -1.3296 0.2586 0.4289 -0.2068 0.0382 0.0715
C 0.1280 0.0185 0.2376 -0.2046 -0.0094 0.4537
O 0.6437 0.3916 -1.0279 0.6161 0.6038 0.2460
C 1.0772 1.1146 0.1796 0.0838 0.3567 -0.0541
O 2.9024 -0.8602 -0.8459 0.3816 -0.1558 -0.2975
H -3.2317 -0.5628 -0.1991 0.0537 -0.0663 -0.0188
H -1.9451 -0.7050 -1.4056 -0.0191 -0.0130 0.1376
H -1.9503 -1.7695 0.0116 -0.0680 0.0550 -0.0628
H -1.5657 1.2725 0.0890 0.0418 -0.0719 0.0861
H -1.5278 0.2084 1.5040 -0.1409 0.0224 -0.0440
H 0.5241 -0.9326 0.5963 -0.0936 0.0304 -0.0308
H 2.0612 -0.5631 -1.2412 0.0955 -0.1026 0.1715
H 2.0843 0.9871 0.5944 -0.2864 -0.2918 -0.7545
H 0.7435 2.1466 0.1731 -0.2636 -0.1110 0.0853
H 3.5431 -0.2586 -1.2381 0.1475 -0.1547 0.0613
```
Positions in Å, forces in eV/Å.

Multiplicity: 1
Structure (SMILES): CC[C@@H]1CO1.O
Energy in a.u.: -308.83800
Largest force on an atom in eV Å⁻¹: 0.9
Energy above the lowest of the compared OMol25 structures with the same formula, charge and spin in kcal per mole: 37.7

=====

Below is an isolated molecule of C4H10O2, with properties calculated with ωB97M-V with the def2-TZVPD basis set.

The geometry in XYZ format:
```
16
Properties=species:S:1:pos:R:3:forces:R:3
C -2.1203 -0.4912 -0.5155 0.1506 0.0147 0.1248
C -1.0509 0.2230 0.3772 0.1683 0.1587 0.1567
C 0.4232 -0.3726 0.3822 -0.3459 0.0117 -0.2260
O 0.4152 -1.2632 -0.7017 0.4253 -0.4024 -0.4209
C 1.6149 0.6622 0.1755 -0.4111 0.0773 0.0903
O 2.4389 0.1249 -0.8596 0.2030 0.3041 -0.1974
H -3.0891 0.0234 -0.4040 0.3754 -0.0244 0.1369
H -1.8953 -0.4770 -1.5891 0.2114 0.0709 0.3471
H -2.2966 -1.5403 -0.2534 0.2410 0.1931 0.1069
H -0.9823 1.2487 -0.0075 -0.0158 -0.0082 0.2296
H -1.4737 0.2750 1.3855 0.2389 0.1346 0.0022
H 0.7357 -0.9643 1.2657 -0.8409 0.3107 -0.1276
H 0.9046 -0.7984 -1.3915 0.2128 -0.4654 -0.2332
H 2.2403 0.8072 1.0736 -0.4933 -0.2439 -0.1174
H 1.2416 1.6518 -0.1169 -0.1152 -0.1496 -0.0103
H 2.8326 0.8391 -1.3691 -0.0045 0.0180 0.1383
```
Positions in Å, forces in eV/Å.

Multiplicity: 1
Structure (SMILES): CC[C@@H](O)CO
Energy in a.u.: -308.84382
Largest force on an atom in eV Å⁻¹: 0.9
Energy above the lowest of the compared OMol25 structures with the same formula, charge and spin in kcal per mole: 34.1

=====

Below is an isolated molecule of C4H10O2, with properties calculated with ωB97M-V with the def2-TZVPD basis set.

The geometry in XYZ format:
```
16
Properties=species:S:1:pos:R:3:forces:R:3
C 2.2846 -0.9397 -0.3174 0.2512 -0.2049 -0.1500
O 1.3181 -0.2377 0.4184 -0.0499 -0.0037 0.1388
C 0.4897 0.5993 -0.4232 -0.0063 0.2727 -0.2699
C -0.5526 1.3170 0.3275 0.6497 0.5307 -0.0601
C -2.3878 -0.0197 0.2078 -0.3428 -0.5688 0.2808
O -1.2507 0.1416 1.1221 -0.3108 0.2608 -0.7653
H 1.8255 -1.5973 -1.0744 0.0512 0.0901 0.1265
H 2.9672 -0.2505 -0.8395 -0.1121 -0.0960 0.1103
H 2.8640 -1.5493 0.3803 -0.0690 0.0592 -0.1093
H 0.0875 -0.0715 -1.2145 0.0452 0.2266 0.1982
H 1.0880 1.3694 -0.9259 0.1414 -0.0984 0.0170
H -0.1611 1.9279 1.1334 0.3556 -0.0693 0.1932
H -2.9017 -0.9270 0.5036 -0.2711 -0.2434 0.0367
H -2.0850 -0.0405 -0.8467 0.1514 -0.1564 0.5230
H -2.9938 0.8773 0.3494 0.1654 -0.3725 0.1254
H -0.5918 -0.5993 1.1990 -0.6493 0.3732 -0.3954
```
Positions in Å, forces in eV/Å.

Multiplicity: 1
Energy in a.u.: -308.70698
Largest force on an atom in eV Å⁻¹: 0.9
Energy above the lowest of the compared OMol25 structures with the same formula, charge and spin in kcal per mole: 120.0

=====

Below is a structure of composition C4H10O2 in a non-equilibrium geometry, with properties calculated with ωB97M-V with the def2-TZVPD basis set.

The geometry in XYZ format:
```
16
Properties=species:S:1:pos:R:3:forces:R:3
C -0.6855 1.6820 -1.4754 -0.1504 0.1464 -0.3797
O -0.2020 0.4388 -1.0260 0.0736 0.0519 -0.7117
C 0.5184 0.6318 0.1113 -1.7127 2.0976 1.1228
C 0.8947 -0.5978 0.8899 -0.7208 0.7968 1.1205
C -0.0022 -1.8202 0.7779 -0.1386 0.2912 0.5020
O 0.0010 -2.5397 -0.4420 0.1710 0.3586 -0.2223
H 0.1545 2.3455 -1.7245 -0.1979 -0.0255 -0.0454
H -1.2876 1.4783 -2.3549 -0.0527 0.1873 -0.0679
H -1.2876 2.1568 -0.6836 0.0570 -0.1035 -0.2244
H -0.3266 1.3106 0.9673 1.6201 -0.8222 -2.6756
H 1.3560 1.3349 0.0413 -0.0616 0.0072 -0.2434
H 1.9610 -0.7652 1.1061 -0.5080 0.1590 -0.4538
H 0.3626 0.1635 1.5525 1.6755 -3.0196 2.4139
H 0.2890 -2.5470 1.5441 -0.0767 0.1740 -0.1080
H -1.0186 -1.4754 1.0195 -0.0450 -0.2158 -0.0783
H -0.2573 -1.9175 -1.1346 0.0672 -0.0833 0.0513
```
Positions in Å, forces in eV/Å.

Multiplicity: 1
Energy in a.u.: -308.75686
Largest force on an atom in eV Å⁻¹: 4.2
Energy above the lowest of the compared OMol25 structures with the same formula, charge and spin in kcal per mole: 88.7

=====

Number 1: frontier orbital gap 8.6711 eV. Number 2: frontier orbital gap 11.6842 eV. Number 3: frontier orbital gap 11.6990 eV. Number 4: frontier orbital gap 10.4500 eV. Number 5: frontier orbital gap 7.8889 eV. Number 6: frontier orbital gap 10.2664 eV.